1.
The ion C28H52BFN3O3 with charge +1. Source: the OMol25 dataset; level of theory: ωB97M-V with the def2-TZVPD basis set.

Output
Maximum force   3.6 eV Å⁻¹
HOMO-LUMO gap   9.56 eV
Lowest unoccupied orbital energy   -2.5 eV
Total charge   +1
SMILES   C#CC[C@]1([C@H](F)CC)NC[C@@](CC#C)(CCCCCCCCOC)[N@H+](B(N)O)[C@H]1OC[C@@H](C)C(C)C
E_tot   -1612.445793 Ha
HOMO level   -12.05 eV

Atoms and positions in Å:
C 3.71817 0.70281 2.30399
C 2.55115 1.00488 2.20173
C 1.08592 1.30763 2.46001
C 0.12302 0.35539 1.64173
C -0.19503 -0.88902 2.51908
F -0.98309 -0.56694 3.63891
C 1.01099 -1.68785 3.06757
C 1.89743 -2.41020 2.01613
N 0.87267 0.03093 0.40602
C 0.15532 -0.92146 -0.44332
C -1.35713 -0.56055 -0.76839
C -1.34572 0.13070 -2.16666
C -0.69097 1.49952 -2.16959
C -0.17249 2.59071 -2.07275
C -2.07680 -1.96685 -0.83045
C -1.63387 -2.89060 -2.01156
C -0.46359 -3.88571 -1.67009
C -0.41563 -4.93749 -2.85100
C 0.73881 -4.67488 -3.86289
C 2.17355 -4.73879 -3.24105
C 3.18034 -3.69714 -3.81352
C 2.62715 -2.24240 -3.87596
O 3.59000 -1.28434 -3.45719
C 2.95860 -0.02103 -3.29266
N -2.03861 0.21755 0.34308
B -3.37712 0.85901 -0.09672
N -3.49963 2.10752 -0.83862
O -4.52554 0.18187 0.25189
C -1.16272 1.13961 1.13242
O -1.78763 1.70625 2.25325
C -2.18663 3.07535 2.13885
C -1.08028 4.16674 2.12425
C -1.76809 5.45031 1.50394
C -0.53268 4.61232 3.52417
C 0.92755 5.17684 3.26657
C -0.40577 3.48879 4.59887
H 4.73380 0.41172 2.55377
H 0.97125 2.36481 2.15808
H 0.83556 1.14163 3.52548
H -0.81565 -1.61993 1.94062
H 1.67196 -1.04131 3.68722
H 0.62001 -2.45077 3.77600
H 1.23193 -3.08987 1.42661
H 2.41711 -1.74539 1.30723
H 2.62201 -3.08953 2.51191
H 1.04024 0.89368 -0.11540
H 0.17059 -1.90391 0.05807
H 0.75988 -1.04634 -1.36588
H -0.66535 -0.47510 -2.80275
H -2.31457 0.12045 -2.70686
H 0.54079 3.38412 -1.85798
H -1.83885 -2.51316 0.11286
H -3.18236 -1.89109 -0.86817
H -1.43084 -2.38336 -2.97285
H -2.50138 -3.55933 -2.21201
H -0.65713 -4.44388 -0.73449
H 0.51206 -3.35905 -1.62877
H -0.37037 -5.97108 -2.44461
H -1.36548 -4.88316 -3.42920
H 0.52782 -3.72903 -4.41166
H 0.66691 -5.47356 -4.63707
H 2.09874 -4.63147 -2.13606
H 2.56419 -5.76045 -3.43277
H 3.46036 -4.01172 -4.84084
H 4.06329 -3.68232 -3.14505
H 2.34888 -2.03174 -4.93916
H 1.69240 -2.13070 -3.26453
H 2.35829 -0.03816 -2.35159
H 3.72642 0.77107 -3.19931
H 2.30624 0.22601 -4.16150
H -2.35195 -0.50564 1.01502
H -3.54592 1.87281 -1.83593
H -2.69020 2.71571 -0.71615
H -5.17693 0.24158 -0.46812
H -0.74741 1.97581 0.52810
H -2.86068 3.28837 1.27356
H -2.82603 3.28898 3.02529
H -0.27930 3.91321 1.38724
H -2.68535 5.61628 2.11843
H -2.12637 5.25536 0.47411
H -1.12784 6.34385 1.59459
H -1.11115 5.49232 3.87780
H 1.04924 5.55803 2.23091
H 1.14810 6.00591 3.96674
H 1.70623 4.40354 3.42503
H -1.17998 2.70070 4.55730
H -0.52360 3.97820 5.59432
H 0.61869 3.06738 4.62246

Results of the Löwdin charge analysis, in e, for atoms 1 through 4: atom 1 (C): 0.118, atom 2 (C): -0.121, atom 3 (C): -0.084, atom 4 (C): -0.289

2.
A structure of composition C28H52Br12N4. Source: the OMol25 dataset; level of theory: ωB97M-V with the def2-TZVPD basis set.

Output
Maximum force   4.5 eV Å⁻¹
HOMO-LUMO gap   9.44 eV
Lowest unoccupied orbital energy   0.1 eV
Total charge   0
E_tot   -32205.140099 Ha
HOMO level   -9.34 eV
Energy above the lowest of the compared OMol25 structures with the same formula, charge and spin   37.8 kcal per mole

Atoms and positions in Å:
C 0.10470 0.01097 -5.91362
C -0.28220 -1.24226 -5.15671
C 0.65498 -1.54491 -3.98441
C 0.35794 -2.84857 -3.39297
N 0.18933 -3.85194 -2.86089
H 1.18403 0.00294 -6.06886
H -0.12112 0.86641 -5.27319
H -0.46758 0.11294 -6.83243
H -0.19911 -2.07615 -5.86243
H -1.33349 -1.25282 -4.86296
H 0.54490 -0.75924 -3.23721
H 1.68928 -1.58542 -4.32930
C 2.10130 4.10146 -3.98759
C 0.83373 3.25656 -4.16345
C 0.16261 3.51220 -5.51416
C 1.14970 3.29591 -6.59068
N 1.89959 3.16801 -7.44948
H 2.74464 3.97468 -3.11561
H 1.86860 5.17044 -3.95331
H 2.77353 3.93404 -4.83190
H 0.15501 3.47595 -3.33794
H 1.18262 2.22538 -4.07421
H -0.03690 4.58348 -5.61834
H -0.74687 2.96557 -5.74963
C -0.91610 -0.95216 7.28035
C -0.59085 -2.41341 6.91414
C 0.13143 -2.64992 5.60265
C 0.08422 -1.59574 4.57874
N 0.05048 -0.83538 3.71804
H -1.61162 -0.47401 6.59085
H -0.00761 -0.34797 7.22499
H -1.34654 -0.92765 8.27894
H -1.55466 -2.91306 7.02347
H 0.04615 -2.80670 7.70607
H -0.37977 -3.39954 4.98310
H 1.15319 -2.97950 5.77529
C 1.02654 -5.07321 0.94498
C 1.11998 -3.55198 0.66988
C 2.57021 -3.06052 0.89619
C 3.14976 -3.48491 2.18551
N 3.58421 -3.89839 3.16533
H -0.01532 -5.37011 1.08439
H 1.60097 -5.26454 1.85118
H 1.38566 -5.71390 0.14000
H 0.55004 -2.97676 1.39635
H 0.72928 -3.45314 -0.34009
H 2.55664 -1.97519 1.00575
H 3.21707 -3.43040 0.10119
Br -1.63510 5.23890 -1.03012
C -2.74849 5.99021 0.40759
C -2.20703 5.48382 1.75876
Br -3.50775 6.05565 3.09036
H -3.80340 5.73271 0.34048
H -2.74598 7.07819 0.39062
H -1.26345 5.92845 2.05359
H -2.15352 4.40076 1.72296
Br -0.91259 0.77580 -3.44777
C -2.80142 1.05273 -2.90202
C -2.74848 1.74586 -1.53882
Br -4.48998 1.81677 -0.71729
H -3.16050 0.03123 -2.85933
H -3.23345 1.63667 -3.70555
H -2.31500 2.73849 -1.64382
H -2.07574 1.19892 -0.88350
Br 7.74817 0.68106 -0.78211
C 7.04727 0.24353 1.01299
C 5.56958 0.66457 0.98149
Br 4.63324 -0.03943 2.53795
H 7.66231 0.68614 1.79071
H 7.11382 -0.83134 1.16250
H 5.12927 0.19250 0.11029
H 5.40292 1.73552 0.95688
Br -1.13185 1.96399 0.78635
C 0.61264 1.09497 0.58219
C 0.69063 0.59286 -0.84444
Br 2.53199 -0.02527 -1.25411
H 0.76730 0.36213 1.37307
H 1.33955 1.86498 0.83484
H 0.45931 1.37598 -1.55934
H 0.03750 -0.26735 -0.96847
Br -4.28852 -0.67053 2.08645
C -2.70432 -0.03630 3.06084
C -3.06300 0.80921 4.27558
Br -3.39117 2.69189 3.73206
H -2.08831 0.53200 2.37525
H -2.20620 -0.93911 3.40226
H -2.12272 0.78559 4.82784
H -3.89494 0.55611 4.92064
Br -4.01525 -5.87949 -0.27425
C -2.93324 -4.22164 -0.53857
C -2.74658 -3.51575 0.80529
Br -1.84714 -1.80788 0.54378
H -3.50769 -3.56745 -1.19127
H -2.02865 -4.46977 -1.08738
H -2.18213 -4.13266 1.49778
H -3.73444 -3.28182 1.19082

Results of the Löwdin charge analysis, in e, for atoms 1 through 4: atom 1 (C): -0.178, atom 2 (C): -0.354, atom 3 (C): -0.270, atom 4 (C): -0.203